<1>
DFT (ωB97M-V/def2-TZVPD) results for a structure of composition C2H4O2S3.

The geometry in XYZ format:
```
11
Properties=species:S:1:pos:R:3
C 1.215 0.871 0.167
C -0.324 -0.228 0.409
O 1.780 1.159 1.174
O -0.710 0.641 -2.232
S -1.027 0.136 1.992
S 0.293 -1.896 -0.011
S -1.559 0.405 -0.900
H 1.492 1.209 -0.789
H -1.207 0.093 -2.971
H 0.307 0.280 2.293
H -0.261 -2.671 0.867
```

Summary:
frontier orbital gap = 8.82 eV
2S+1 = 1
total charge = 0
E_HOMO = -8.621 eV

<2>
DFT (ωB97M-V/def2-TZVPD) results for an isolated molecule of C2H4O2S3.

The geometry in XYZ format:
```
11
Properties=species:S:1:pos:R:3
C -1.957 -0.348 0.497
C 1.448 0.451 -0.060
H -0.988 -1.368 -1.330
H -1.891 -0.175 1.574
H 1.603 0.949 -1.840
H 1.213 0.305 1.776
O 1.393 1.379 -0.998
O 1.167 1.005 1.106
S -0.640 -1.342 -0.035
S -3.157 0.282 -0.385
S 1.808 -1.139 -0.303
```

Summary:
frontier orbital gap = 7.78 eV
2S+1 = 1
total charge = 0
E_HOMO = -7.879 eV

Result of the stability comparison: <1> is the least stable of them.

<1>
DFT (ωB97M-V/def2-TZVPD) results for a cluster of 3 separate species, C3H5BrO2 in total.

The geometry in XYZ format:
```
11
Properties=species:S:1:pos:R:3
C 2.084 2.605 0.268
C -1.321 -1.018 -0.215
C -0.734 0.339 0.071
O 1.277 3.420 0.340
O 0.449 0.493 -0.053
Br 2.338 -1.947 -0.346
H -2.366 -1.128 0.187
H -0.765 -1.704 0.498
H -0.956 -1.269 -1.192
H -1.422 1.055 0.623
H 1.415 -0.847 -0.182
```

Summary:
frontier orbital gap = 10.52 eV
2S+1 = 1
total charge = 0
E_HOMO = -10.262 eV

<2>
DFT (ωB97M-V/def2-TZVPD) results for a cluster of 2 separate species, C3H5BrO2 in total.

The geometry in XYZ format:
```
11
Properties=species:S:1:pos:R:3
C -0.451 -2.351 0.061
C 0.840 1.132 0.655
C -0.286 0.565 -0.066
O -0.911 -2.625 -1.003
O -0.031 0.567 -1.409
Br -2.001 1.318 0.501
H 0.098 -2.993 0.743
H 0.756 0.979 1.781
H 0.810 2.214 0.412
H 1.798 0.894 0.422
H -0.622 0.301 -2.098
```

Summary:
frontier orbital gap (spin up / spin down) = 8.58 / 7.99 eV
2S+1 = 1
total charge = 0
E_HOMO (spin up / spin down) = -8.325 / -7.757 eV

Result of the stability comparison: <2> is the least stable of them.